[1]
Entry from the Open Molecules 2025 dataset: a cluster of 5 separate species, C13H20BF3NO14P in total at a distorted geometry (ωB97M-V/def2-TZVPD).

ORCA input file:
```
! wB97M-V def2-TZVPD RIJCOSX def2/J DEFGRID3
* xyz 0 1
N -5.29 2.15 -1.87
P -3.71 2.14 -1.94
O -3.15 0.58 -1.59
O -3.22 2.52 -3.52
B -3.04 3.48 -0.75
C -1.44 3.51 -0.35
F -0.91 4.81 -0.33
F -0.69 2.68 -1.20
F -1.36 2.98 0.96
H -5.55 2.86 -1.17
H -2.21 0.51 -1.86
H -3.68 3.35 -3.76
H -3.78 4.31 -0.32
C 0.70 -0.23 -0.08
C 1.44 -1.38 0.53
O 0.44 -2.39 0.61
C -0.50 -2.11 -0.32
O -1.39 -2.84 -0.63
O -0.31 -0.87 -0.86
H 1.33 0.39 -0.71
H 0.21 0.40 0.67
H 2.25 -1.74 -0.11
H 1.84 -1.14 1.51
C 2.31 -3.82 -4.31
C 1.35 -3.25 -3.30
O 2.20 -2.46 -2.47
C 3.29 -2.13 -3.20
O 4.12 -1.34 -2.85
O 3.33 -2.82 -4.37
H 1.85 -3.96 -5.28
H 2.76 -4.76 -3.98
H 0.60 -2.60 -3.75
H 0.85 -4.03 -2.72
C -3.86 0.58 4.27
C -4.18 -0.45 3.23
O -4.52 0.35 2.10
C -3.92 1.55 2.26
O -3.86 2.40 1.42
O -3.39 1.68 3.51
H -3.10 0.24 4.97
H -4.74 0.89 4.84
H -3.32 -1.07 2.98
H -5.01 -1.09 3.51
C 5.84 0.56 2.11
C 4.96 -0.15 1.11
O 3.86 -0.58 1.91
C 3.81 0.24 3.00
O 2.90 0.26 3.78
O 4.91 1.03 3.07
H 6.39 1.38 1.66
H 6.54 -0.12 2.60
H 4.59 0.52 0.33
H 5.46 -1.00 0.65
*
```

Its strongest force on any atom is 3.377 eV/A. As for the energy above the lowest of the compared OMol25 structures with the same formula, charge and spin: 33.2 kcal per mole. The value obtained for the LUMO energy is -0.765 eV. For the gap between HOMO and LUMO, the calculation gives 8.087 eV. As for the HOMO energy: -8.85 eV.

These are the Mulliken partial charges, in e, on atoms 1 to 8: number 1, N, carries -0.81; number 2, P, carries 0.79; number 3, O, carries -0.47; number 4, O, carries -0.51; number 5, B, carries 0.29; number 6, C, carries 0.63; number 7, F, carries -0.25; number 8, F, carries -0.23

[2]
Entry from the Open Molecules 2025 dataset: an isolated molecule of C4H6S2 at a distorted geometry (ωB97M-V/def2-TZVPD).

ORCA input file:
```
! wB97M-V def2-TZVPD RIJCOSX def2/J DEFGRID3
* xyz 0 1
C -2.48 -0.55 0.22
C -0.98 -0.22 -0.31
C -0.17 -1.19 -0.01
C 1.38 0.89 0.38
H -3.29 -0.34 -0.55
H -2.73 -0.32 1.22
H -2.21 -1.71 0.36
H -0.31 -2.22 0.03
H 2.34 1.50 -0.01
H 1.17 1.24 1.39
S 1.57 -0.82 -0.08
S -0.41 1.34 -0.17
*
```

Its strongest force on any atom is 5.110 eV/A. As for the energy above the lowest of the compared OMol25 structures with the same formula, charge and spin: 50.1 kcal per mole. The value obtained for the LUMO energy is 0.718 eV. For the gap between HOMO and LUMO, the calculation gives 8.464 eV. As for the HOMO energy: -7.75 eV.

These are the Mulliken partial charges, in e, on atoms 1 to 8: number 1, C, carries -0.81; number 2, C, carries 0.61; number 3, C, carries -0.69; number 4, C, carries -0.51; number 5, H, carries 0.26; number 6, H, carries 0.32; number 7, H, carries 0.21; number 8, H, carries 0.32

[3]
Entry from the Open Molecules 2025 dataset: a structure of composition C29H48F3NO19V2 at a distorted geometry (ωB97M-V/def2-TZVPD).

ORCA input file:
```
! wB97M-V def2-TZVPD RIJCOSX def2/J DEFGRID3
* xyz 0 1
O 6.42 7.01 -36.10
V 7.62 7.34 -37.03
O 7.69 6.18 -38.15
O 7.77 16.98 -38.99
V 8.75 15.75 -39.07
O 9.61 15.87 -40.42
C 5.40 12.51 -41.83
O 5.19 13.85 -41.86
O 6.15 12.36 -40.61
C 4.16 11.49 -42.11
F 4.35 10.28 -41.57
F 3.05 11.89 -41.57
F 3.83 11.25 -43.36
C 4.30 14.35 -42.82
C 4.94 15.58 -43.53
H 5.21 16.34 -42.80
H 5.83 15.24 -44.07
H 4.18 15.93 -44.23
H 3.47 14.78 -42.26
H 3.90 13.59 -43.49
H 6.22 12.25 -42.51
C 11.78 5.56 -34.42
C 13.16 5.90 -35.04
C 13.60 4.55 -35.57
C 14.65 4.62 -36.67
C 14.30 5.71 -37.79
C 13.90 7.08 -37.22
N 12.92 6.92 -36.15
O 12.34 8.15 -35.66
C 13.24 7.77 -38.41
C 15.22 7.86 -36.74
C 14.12 6.28 -33.85
H 11.13 5.00 -35.09
H 11.20 6.43 -34.14
H 11.79 5.02 -33.47
H 12.82 3.89 -35.95
H 13.99 3.98 -34.73
H 14.95 3.64 -37.03
H 15.59 4.84 -36.15
H 13.54 5.16 -38.35
H 15.14 5.85 -38.46
H 13.26 8.84 -38.18
H 12.23 7.43 -38.64
H 13.88 7.67 -39.28
H 15.73 8.20 -37.64
H 15.94 7.32 -36.13
H 15.05 8.79 -36.19
H 13.64 7.01 -33.20
H 15.12 6.68 -34.03
H 14.42 5.40 -33.29
C 9.12 12.91 -48.22
C 8.14 12.34 -49.36
C 7.24 11.14 -49.10
O 5.96 11.53 -49.49
C 5.95 12.84 -49.70
O 5.08 13.50 -50.28
O 7.27 13.29 -49.72
H 9.65 13.80 -48.53
H 9.78 12.06 -48.06
H 8.63 13.18 -47.28
H 8.71 12.13 -50.26
H 7.07 10.85 -48.07
H 7.52 10.35 -49.79
C -1.15 16.78 -47.71
C -0.97 18.11 -48.28
C -1.64 18.20 -49.65
O -2.39 19.42 -49.56
C -2.22 20.09 -48.39
O -2.66 21.19 -47.98
O -1.46 19.26 -47.60
H -0.89 16.83 -46.65
H -0.53 15.99 -48.14
H -2.18 16.45 -47.55
H 0.09 18.30 -48.50
H -2.31 17.37 -49.82
H -0.89 18.25 -50.43
C -4.68 9.93 -41.95
C -6.18 9.71 -42.15
C -7.01 10.97 -42.38
O -7.58 10.74 -43.65
C -7.32 9.59 -44.05
O -7.56 9.08 -45.14
O -6.50 8.91 -43.17
H -4.20 8.97 -41.77
H -4.57 10.61 -41.10
H -4.09 10.40 -42.74
H -6.71 9.22 -41.33
H -6.26 11.74 -42.51
H -7.69 11.25 -41.57
C 4.60 24.18 -41.64
C 3.75 25.43 -41.92
C 2.80 25.34 -43.15
O 1.57 25.61 -42.55
C 1.66 25.89 -41.23
O 0.81 26.23 -40.37
O 2.98 25.81 -40.81
H 5.36 24.23 -42.41
H 3.95 23.31 -41.73
H 5.01 24.11 -40.63
H 4.48 26.23 -42.06
H 2.83 24.30 -43.49
H 3.02 26.04 -43.95
*
```

Its strongest force on any atom is 7.870 eV/A. As for the energy above the lowest of the compared OMol25 structures with the same formula, charge and spin: 402.7 kcal per mole. The value obtained for the LUMO energy is -4.526 eV. For the gap between HOMO and LUMO, the calculation gives 1.671 eV. As for the HOMO energy: -6.20 eV.

These are the Mulliken partial charges, in e, on atoms 1 to 8: number 1, O, carries -0.65; number 2, V, carries 1.42; number 3, O, carries -0.66; number 4, O, carries -0.56; number 5, V, carries 1.64; number 6, O, carries -0.57; number 7, C, carries 0.13; number 8, O, carries -0.24

[4]
Entry from the Open Molecules 2025 dataset: a structure of composition C17H12FeNO5 (ωB97M-V/def2-TZVPD).

ORCA input file:
```
! wB97M-V def2-TZVPD RIJCOSX def2/J DEFGRID3
* xyz 0 2
Fe 0.25 -1.70 0.86
O -1.48 -4.15 3.36
C -1.25 -3.20 2.66
O -0.04 -2.86 2.25
C -2.35 -2.21 2.26
C -1.87 -0.80 2.63
C -3.02 0.21 2.61
C -3.28 0.39 1.10
C -2.27 -0.57 0.49
O -1.13 -0.43 1.42
C -2.65 -2.04 0.72
C -1.87 -2.95 -0.23
O -2.40 -3.83 -0.84
O -0.58 -2.64 -0.39
H -3.25 -2.50 2.80
H -1.22 -0.75 3.49
H -2.72 1.14 3.08
H -3.88 -0.19 3.16
H -3.08 1.41 0.78
H -4.29 0.13 0.80
H -1.91 -0.33 -0.51
H -3.70 -2.21 0.53
N 5.60 4.71 -4.49
C 4.97 3.97 -3.87
C 4.19 3.05 -3.10
C 3.09 3.51 -2.37
C 2.34 2.61 -1.63
C 2.67 1.25 -1.62
C 3.77 0.81 -2.35
C 4.52 1.69 -3.09
C 1.89 0.33 -0.85
C 1.24 -0.46 -0.20
H 2.84 4.56 -2.38
H 1.49 2.96 -1.06
H 4.02 -0.25 -2.34
H 5.37 1.35 -3.66
*
```

As for the expectation value of S²: 0.97. Its strongest force on any atom is 0.218 eV/A. The value obtained for the LUMO energy (spin up / spin down) is -1.895 / -1.670 eV. For the gap between HOMO and LUMO (spin up / spin down), the calculation gives 7.332 / 7.613 eV. As for the HOMO energy (spin up / spin down): -9.23 / -9.28 eV.

These are the Mulliken partial charges, in e, on atoms 1 to 8: number 1, Fe, carries 0.62; number 2, O, carries -0.62; number 3, C, carries 0.29; number 4, O, carries -0.76; number 5, C, carries -0.20; number 6, C, carries 0.05; number 7, C, carries -0.98; number 8, C, carries -0.98

[5]
Entry from the Open Molecules 2025 dataset: an isolated molecule of C18H26N2OS (ωB97M-V/def2-TZVPD).

ORCA input file:
```
! wB97M-V def2-TZVPD RIJCOSX def2/J DEFGRID3
* xyz 0 1
C -5.47 -3.02 -0.18
C -5.81 -2.10 -1.06
C -5.46 -0.65 -0.96
N -4.35 -0.41 -0.05
C -4.28 0.97 0.41
C -3.20 1.07 1.48
N -1.92 0.63 0.97
C -0.94 1.55 0.76
O -1.10 2.74 0.99
C 0.37 1.03 0.30
C 1.11 0.00 0.79
C 2.39 -0.10 0.20
C 2.60 0.88 -0.73
S 1.25 1.94 -0.88
C 3.86 1.04 -1.52
C 4.67 -0.26 -1.45
H 5.66 -0.09 -1.88
H 4.17 -1.03 -2.04
C 4.80 -0.74 0.00
C 5.79 -1.90 0.09
C 6.07 -2.36 1.52
H 5.18 -2.79 1.97
H 6.86 -3.11 1.53
H 6.39 -1.52 2.13
H 5.42 -2.75 -0.50
H 6.74 -1.58 -0.36
C 3.41 -1.14 0.52
H 3.44 -1.29 1.60
H 3.11 -2.09 0.07
H 5.17 0.09 0.61
H 3.62 1.29 -2.56
H 4.44 1.87 -1.11
H 0.77 -0.67 1.57
C -1.98 -0.70 0.42
H -1.02 -0.96 -0.03
C -3.08 -0.78 -0.64
H -3.15 -1.81 -1.01
H -2.82 -0.12 -1.49
H -2.20 -1.40 1.23
H -3.09 2.10 1.82
H -3.47 0.43 2.33
H -5.25 1.24 0.84
H -4.05 1.67 -0.41
H -6.33 -0.11 -0.58
H -5.25 -0.25 -1.97
H -6.42 -2.36 -1.92
H -5.77 -4.05 -0.29
H -4.89 -2.77 0.69
*
```

Its strongest force on any atom is 0.665 eV/A. As for the energy above the lowest of the compared OMol25 structures with the same formula, charge and spin: 15.7 kcal per mole. The value obtained for the LUMO energy is 0.759 eV. For the gap between HOMO and LUMO, the calculation gives 9.227 eV. As for the HOMO energy: -8.47 eV.

These are the Mulliken partial charges, in e, on atoms 1 to 8: number 1, C, carries -0.77; number 2, C, carries -0.26; number 3, C, carries -0.58; number 4, N, carries 0.15; number 5, C, carries -0.74; number 6, C, carries -1.00; number 7, N, carries 0.05; number 8, C, carries 0.76

[6]
Entry from the Open Molecules 2025 dataset: a cluster of 16 separate species, C3H38NO16 in total at a distorted geometry (ωB97M-V/def2-TZVPD).

ORCA input file:
```
! wB97M-V def2-TZVPD RIJCOSX def2/J DEFGRID3
* xyz 0 2
C -0.62 4.36 -0.97
N -0.28 3.33 -0.03
C -0.75 2.01 -0.22
C -1.66 1.29 0.83
O -1.37 -0.03 0.81
H 0.05 5.27 -0.78
H -1.66 4.74 -0.95
H -0.46 4.11 -1.96
H -0.58 3.72 0.95
H 0.17 1.35 -0.44
H -1.14 2.01 -1.15
H -2.67 1.36 0.66
H -1.59 1.76 1.82
H -1.39 -0.65 2.00
H -1.08 -0.10 3.46
O -1.38 -0.80 3.08
H 1.81 -2.98 -2.84
H 0.38 -2.98 -3.36
O 1.24 -2.92 -3.53
H 4.77 -1.30 -1.31
H 3.37 -1.33 -1.77
O 3.95 -1.81 -1.22
H 2.50 -0.15 1.05
H 3.90 0.01 0.71
O 3.38 0.18 1.44
H 0.00 -0.42 0.70
H 1.00 -1.25 -0.25
O 1.00 -0.59 0.39
H -2.85 -0.65 -1.71
H -3.26 -0.36 -3.19
O -2.76 -0.30 -2.52
H -1.12 -2.92 -1.07
H 0.06 -3.81 -0.93
O -0.32 -3.27 -1.52
H 0.82 -1.13 -3.97
H 0.30 0.11 -3.43
O 0.92 -0.17 -4.05
H 2.74 -0.25 2.95
H 1.29 -0.95 3.48
O 2.08 -0.46 3.74
H 2.44 0.47 -2.62
H 2.86 -0.24 -3.79
O 3.23 0.13 -2.99
H 0.96 1.01 3.58
H 0.40 2.35 3.17
O 0.33 1.66 3.90
H -4.21 -0.97 -0.21
H -3.45 -2.11 -0.63
O -4.19 -1.63 -1.01
H -2.69 -2.16 2.71
H -1.75 -3.22 3.32
O -2.62 -3.11 2.82
H 2.25 3.04 2.18
H 1.81 3.50 0.89
O 2.19 3.84 1.70
H -1.79 -1.41 0.71
H -2.53 -2.81 1.10
O -2.01 -2.38 0.27
*
```

As for the expectation value of S²: 0.75. Its strongest force on any atom is 10.311 eV/A. As for the energy above the lowest of the compared OMol25 structures with the same formula, charge and spin: 113.4 kcal per mole. The value obtained for the LUMO energy (spin up / spin down) is -0.847 / -5.596 eV. For the gap between HOMO and LUMO (spin up / spin down), the calculation gives 9.836 / 5.061 eV. As for the HOMO energy (spin up / spin down): -10.68 / -10.66 eV.

These are the Mulliken partial charges, in e, on atoms 1 to 8: number 1, C, carries -1.00; number 2, N, carries 0.02; number 3, C, carries -0.02; number 4, C, carries -0.92; number 5, O, carries -0.71; number 6, H, carries 0.35; number 7, H, carries 0.36; number 8, H, carries 0.43